{"formula": "C21H24CoN4S2", "method": "the ωB97M-V functional and the def2-TZVPD basis", "elements": ["Co", "C", "N", "C", "C", "N", "C", "C", "C", "C", "C", "C", "C", "S", "C", "C", "C", "C", "C", "C", "S", "H", "H", "H", "H", "H", "H", "H", "H", "H", "H", "H", "H", "H", "H", "H", "H", "H", "H", "N", "C", "C", "C", "N", "C", "C", "H", "H", "H", "H", "H", "H"], "positions_angstrom": [[0.03005, 0.37169, -0.29499], [2.81791, 1.70512, -1.17872], [2.21364, 0.44383, -0.70672], [2.82610, 0.03302, 0.55669], [2.29648, 0.93977, 1.65835], [0.81309, 1.06465, 1.59032], [0.38225, 2.47713, 1.61412], [0.19242, 0.27078, 2.64876], [0.05936, 0.74830, 3.94477], [-0.51446, -0.04495, 4.92555], [-0.94278, -1.32780, 4.61391], [-0.79689, -1.81428, 3.32657], [-0.22018, -1.01898, 2.33701], [0.02130, -1.65925, 0.72606], [2.23165, -0.53753, -1.76828], [3.13745, -1.58013, -1.84396], [3.09584, -2.45766, -2.92083], [2.17125, -2.27276, -3.93434], [1.25526, -1.23235, -3.85949], [1.26981, -0.37011, -2.77008], [0.05737, 0.89194, -2.59155], [3.89528, 1.57510, -1.31419], [2.64835, 2.50413, -0.45875], [2.37565, 2.00156, -2.12325], [3.91754, 0.11244, 0.52317], [2.55224, -0.99849, 0.76033], [2.73796, 1.93266, 1.57110], [2.59084, 0.53416, 2.62517], [0.91566, 3.05836, 2.36846], [-0.68409, 2.52437, 1.82582], [0.57475, 2.92995, 0.63852], [0.40997, 1.74110, 4.19963], [-0.62718, 0.33913, 5.93002], [-1.39698, -1.95032, 5.37306], [-1.12929, -2.80990, 3.06264], [3.88339, -1.71899, -1.07169], [3.79279, -3.28355, -2.96233], [2.15800, -2.94381, -4.78283], [0.51442, -1.08803, -4.63469], [-5.89481, -0.11519, -2.04872], [-4.63363, 0.00701, -1.59326], [-3.70977, -1.04969, -1.67794], [-2.44122, -0.88589, -1.18996], [-2.00934, 0.25046, -0.62037], [-2.87630, 1.26848, -0.55257], [-4.16698, 1.19535, -1.00773], [-6.20850, -0.96977, -2.47035], [-6.53285, 0.65830, -2.02059], [-3.98805, -1.99176, -2.13099], [-1.73598, -1.70090, -1.25890], [-2.51058, 2.18880, -0.11450], [-4.81823, 2.05449, -0.91749]], "lowdin_charge": [0.313, -0.044, -0.219, -0.187, -0.119, -0.199, -0.046, -0.282, -0.023, -0.064, -0.065, -0.091, -0.545, 0.838, -0.307, -0.011, -0.063, -0.068, -0.092, -0.586, 0.772, 0.114, 0.082, 0.060, 0.138, 0.084, 0.119, 0.143, 0.100, 0.100, 0.090, 0.118, 0.111, 0.113, 0.109, 0.117, 0.111, 0.112, 0.107, 0.153, -0.298, 0.014, -0.166, -0.094, -0.118, 0.004, 0.115, 0.114, 0.122, 0.076, 0.117, 0.120], "homo_ev": [-10.62, -10.60], "total_charge": 1, "spin_multiplicity": 1, "energy_ha": -3212.5804, "de_lowest_kj_mol": 180.1, "e_lumo_ev": [-4.55, -4.26]}